Entry from the Open Molecules 2025 dataset: the molecule C4H8N2 at a distorted geometry (wB97M-V/def2-TZVPD).

The calculation puts the HOMO energy at -9.4323 eV. The electronic energy comes out at -7253.6931 eV. The energy relative to the best compared isomer or geometry (same formula, charge and spin) comes out at 96.4 kcal per mole. Its gap between HOMO and LUMO is 0.386 Eh.

```
14
Properties=species:S:1:pos:R:3:lowdin_charge:R:1
N -2.01 -0.59 0.34 0.050
C 0.21 -0.82 0.36 -0.218
H 1.85 -1.53 -1.13 0.077
H 0.00 1.77 -0.96 0.093
H 1.75 0.27 -0.78 0.056
H 0.00 2.12 0.90 0.130
H 0.15 -1.68 0.97 0.103
H 2.49 -0.79 0.27 0.081
H -1.67 2.17 -0.26 0.113
N -0.95 -0.85 -0.61 -0.014
C -0.76 0.30 0.18 -0.490
C -0.64 1.72 -0.02 -0.037
C 1.58 -0.74 -0.40 -0.059
H -1.98 -1.35 1.13 0.114
```